# 1
{"formula": "C26H29N2O4Tl", "method": "ωB97M-V/def2-TZVPD", "total_charge": 0, "e_tot_ha": -1590.8938, "lumo_ev": [-2.055, -2.103], "symbols": ["Tl", "O", "O", "O", "O", "N", "N", "C", "C", "C", "C", "C", "C", "C", "C", "C", "C", "C", "C", "C", "C", "C", "C", "C", "C", "C", "C", "C", "C", "C", "C", "C", "C", "H", "H", "H", "H", "H", "H", "H", "H", "H", "H", "H", "H", "H", "H", "H", "H", "H", "H", "H", "H", "H", "H", "H", "H", "H", "H", "H", "H", "H"], "positions_angstrom": [[0.4211, -0.8893, -1.2722], [-1.2209, -4.4910, 4.1917], [-0.5893, -3.1906, -0.0709], [-0.4516, 0.1146, 3.0356], [1.7068, 3.1075, -3.9896], [-0.3137, -1.5372, 1.5071], [-1.0275, -3.6954, 2.0883], [0.1752, 1.4051, -4.7262], [-1.0816, -2.0455, 3.9168], [-2.8483, -0.3227, 4.8050], [0.5016, -0.7756, -5.7667], [1.2911, -1.7231, -6.4094], [-1.6710, 2.7146, -1.4428], [-0.5759, -1.1172, 2.7555], [2.4931, 0.5902, -5.3955], [0.1638, -0.6732, 5.7981], [1.6240, 1.9051, 1.4710], [3.2958, -0.3764, -6.0263], [-2.0080, 1.3445, -1.6368], [0.4903, 2.6596, -4.1625], [-2.1240, 0.7400, -0.3495], [-0.0730, -2.0055, 5.1641], [-1.7418, 1.7068, 0.6317], [1.0716, 0.4576, -5.2667], [-2.5390, -1.7240, 4.3180], [-1.5167, 2.9436, -0.0391], [2.6873, -1.5443, -6.5692], [2.1133, 2.2925, -0.7392], [-1.0812, -3.5118, 3.4470], [-0.6280, -2.7986, 1.0923], [2.1141, 0.6856, 0.9323], [2.4571, 0.9418, -0.4295], [1.6532, 2.9020, 0.4580], [-0.2633, 3.3295, -3.7768], [-1.1562, -4.6413, 1.7395], [-0.4548, -2.7384, 5.9000], [0.8231, -2.6562, -6.7438], [-2.2455, 0.4188, 4.2353], [-0.8467, 1.0904, -4.6187], [-2.6297, -0.2164, 5.8926], [-2.1392, 0.8251, -2.5995], [0.1680, 0.1123, 5.0497], [1.1325, -0.7009, 6.2831], [1.3125, 3.9236, 0.5659], [-0.5724, -0.9188, -5.6058], [1.3623, 2.0692, 2.5139], [-3.1366, -1.9439, 3.4135], [2.2328, 2.7797, -1.7030], [-3.9255, -0.1522, 4.6208], [-1.5988, 3.4770, -2.2200], [2.1621, -0.2860, 1.4360], [-2.8622, -2.4774, 5.0599], [2.9654, 1.4907, -4.9648], [4.3968, -0.2857, -6.0722], [-0.5804, -0.4768, 6.5651], [-1.2378, 3.8783, 0.4283], [1.3422, 3.3039, -4.9261], [-1.6392, 1.5240, 1.7037], [0.8748, -2.4425, 4.7892], [3.2890, -2.3266, -7.0455], [2.9140, 0.2366, -1.1205], [-2.4552, -0.2855, -0.1204]]}


# 2
{"formula": "C26H29N4PSW", "method": "ωB97M-V/def2-TZVPD", "total_charge": 4, "e_tot_ha": -2032.3445, "lumo_ev": [-14.720, -14.520], "de_lowest_kj_mol": 0.0, "symbols": ["W", "S", "P", "N", "N", "N", "N", "C", "C", "C", "C", "C", "C", "C", "C", "C", "C", "C", "C", "C", "C", "C", "C", "C", "C", "C", "C", "C", "C", "C", "C", "C", "C", "H", "H", "H", "H", "H", "H", "H", "H", "H", "H", "H", "H", "H", "H", "H", "H", "H", "H", "H", "H", "H", "H", "H", "H", "H", "H", "H", "H", "H"], "positions_angstrom": [[0.4739, 0.9864, 0.7729], [0.8098, -0.9656, 2.3315], [-0.0357, 1.1665, -1.5277], [-1.6471, 0.7450, 0.7520], [-1.6886, 0.9558, -1.5697], [0.7866, -3.5455, 2.6044], [-1.2085, -2.6794, 1.7491], [2.1506, -0.2651, -0.9098], [1.4836, 1.7582, -5.1792], [0.5756, 3.3454, -3.0556], [-0.1731, 3.0123, 2.0390], [-2.3865, 0.8042, -0.3931], [0.3756, 3.3572, 0.7901], [0.0371, -2.5545, 2.1722], [-4.4361, 0.5859, 0.8102], [1.0546, 1.1425, -4.0173], [2.9327, -1.3864, -0.6920], [0.6005, 1.9418, -2.9526], [0.1557, -1.6779, -1.0725], [0.7435, -0.3998, -1.1036], [0.5272, 2.1510, 2.8858], [1.8631, 1.7897, 2.5501], [2.3351, -2.6492, -0.7132], [-2.3355, 0.6005, 1.9393], [0.3519, -4.8465, 3.1693], [-1.9260, -3.9221, 1.4036], [2.4822, 2.2909, 1.3914], [1.7182, 2.9973, 0.4560], [-3.7788, 0.7107, -0.3883], [0.9612, -2.7930, -0.9063], [1.0131, 3.9385, -4.2229], [-3.6919, 0.5256, 2.0050], [1.4649, 3.1463, -5.2780], [2.4170, 1.1388, 3.2165], [-4.3206, 0.7551, -1.3247], [1.7549, -3.3091, 2.7753], [2.6296, 0.6891, -1.1055], [-1.1853, 3.3141, 2.2820], [2.1565, 3.3357, -0.4748], [2.9533, -3.5331, -0.6070], [1.0005, -5.0581, 4.0154], [0.1994, 3.9685, -2.2520], [3.5103, 2.0251, 1.1710], [0.4515, -5.6460, 2.4389], [1.0004, 5.0157, -4.3215], [-0.2041, 3.9577, 0.1013], [-1.7406, -1.8260, 1.6919], [-2.2144, 1.0812, -2.4292], [-0.6694, -4.7774, 3.5273], [4.0061, -1.2928, -0.5853], [1.8038, 3.6203, -6.1905], [1.8320, 1.1588, -6.0096], [1.0721, 0.0621, -3.9377], [-1.7255, 0.5342, 2.8283], [-5.5181, 0.5335, 0.8359], [0.5283, -3.7847, -0.9463], [0.0960, 1.8034, 3.8159], [-2.6096, -3.6947, 0.5887], [-2.4997, -4.3026, 2.2456], [-4.1801, 0.4242, 2.9650], [-0.9128, -1.7834, -1.2221], [-1.2204, -4.6759, 1.0673]]}


# 3
{"formula": "C26H29N5O2S", "method": "ωB97M-V/def2-TZVPD", "total_charge": 0, "smiles": "Nc1nc(NC[C@H]2CC[C@H](CNS(=O)(=O)c3cccc4ccccc34)CC2)nc2ccccc12", "e_tot_ha": -1830.6879, "lumo_ev": 0.123, "de_lowest_kj_mol": 6.7, "symbols": ["S", "O", "O", "N", "N", "N", "N", "N", "C", "C", "C", "C", "C", "C", "C", "C", "C", "C", "C", "C", "C", "C", "C", "C", "C", "C", "C", "C", "C", "C", "C", "C", "C", "C", "H", "H", "H", "H", "H", "H", "H", "H", "H", "H", "H", "H", "H", "H", "H", "H", "H", "H", "H", "H", "H", "H", "H", "H", "H", "H", "H", "H", "H"], "positions_angstrom": [[3.5942, 0.0299, 2.1240], [4.7360, 0.7855, 2.5559], [2.7876, -0.6051, 3.1313], [4.1995, -1.1157, 1.0440], [-2.9720, -2.1497, -1.1323], [-6.0156, -0.6830, 1.9055], [-2.9974, 0.1192, -0.7514], [-4.4482, -1.3672, 0.4128], [2.1358, -2.0253, 0.0837], [3.0295, 1.6729, -0.0523], [-4.6423, 3.3664, 1.2246], [-0.5253, -2.5752, -1.0786], [0.3428, 1.9716, 0.7379], [3.4216, -2.3300, 0.8694], [-3.6219, 3.5382, 0.2811], [-1.7460, -2.0989, -1.8832], [-3.4662, -1.0782, -0.4721], [-0.3506, -1.7422, 0.1915], [-4.5906, 0.9891, 0.8527], [4.7944, 2.1870, -1.6092], [-5.1217, 2.1119, 1.5026], [-5.0055, -0.3689, 1.0598], [1.9784, -2.9041, -1.1581], [2.5871, 3.0399, -2.0239], [0.8922, -2.1792, 0.9575], [3.8950, 2.9182, -2.4009], [1.2351, 1.2144, 1.5131], [0.7352, -2.4847, -1.9397], [4.3744, 1.5743, -0.4604], [-3.0875, 2.4619, -0.3722], [2.5313, 1.0567, 1.1138], [-3.5523, 1.1593, -0.1007], [0.7772, 2.5543, -0.4201], [2.1183, 2.4297, -0.8415], [-1.6093, -1.0570, -2.1769], [-0.2674, -0.6882, -0.0811], [-5.9188, 1.9963, 2.2243], [2.2027, -0.9864, -0.2527], [2.8591, -2.8091, -1.7965], [5.8276, 2.1147, -1.9145], [-0.6813, -3.6227, -0.7923], [-6.3319, -0.0182, 2.5867], [0.6237, -3.1170, -2.8235], [5.1586, -1.2950, 1.3044], [-1.2308, -1.8494, 0.8282], [-5.0537, 4.2282, 1.7287], [0.0979, 3.1302, -1.0314], [-6.1707, -1.6606, 2.0802], [0.8587, -1.4537, -2.2786], [4.2471, 3.3900, -3.3065], [1.0083, -1.5902, 1.8669], [5.0595, 1.0251, 0.1626], [0.9111, 0.7404, 2.4256], [3.1692, -2.7645, 1.8449], [-3.2839, -3.0441, -0.7866], [4.0447, -3.0410, 0.3218], [-0.6839, 2.0769, 1.0539], [1.8893, -3.9506, -0.8568], [-3.2604, 4.5348, 0.0707], [-1.8584, -2.7158, -2.7811], [-2.3106, 2.5725, -1.1120], [1.8913, 3.6097, -2.6229], [0.7902, -3.2278, 1.2499]]}